The following is a quantum chemistry calculation of the molecule C3H6OS, from OMol25.

Element x y z (Å)
O (-0.699, 1.567, -0.218)
C (0.185, 0.975, 0.603)
C (0.464, -0.431, 0.338)
C (-0.025, -1.074, -0.899)
S (-0.958, -1.555, 0.545)
H (-1.459, 0.978, -0.284)
H (1.071, 1.597, 0.489)
H (0.097, 0.998, 1.675)
H (1.360, -0.967, 0.840)
H (0.604, -1.706, -1.564)
H (-0.639, -0.383, -1.525)

Calculated values
* DFT total energy: -591.2795 hartree
* SMILES: OC[C@@H]1CS1
* molar mass: 90.1 g mol⁻¹
* 2S+1: 1
* Kohn-Sham gap: 0.36408 Ha